Record 1
85
Properties=species:S:1:pos:R:3 method="wB97M-V/def2-TZVPD" gap_ev="7.17 / 7.34" multiplicity=3 lumo_ev="-3.465 / -3.850" charge=+1
Sb -0.197 -2.602 -0.579
Pd -0.476 0.125 -0.536
Br 3.157 0.929 2.903
O 1.003 0.113 1.079
O -1.120 0.046 1.568
N -5.271 1.301 -0.558
N -1.465 9.302 -1.286
N -0.625 2.307 -0.780
N -2.661 0.579 -1.157
N 4.101 2.392 -0.626
N 1.737 1.156 -1.420
C -3.649 -0.306 -1.202
C 2.274 -2.928 1.231
C 3.178 -3.842 -3.099
C 0.855 -0.119 6.142
C 2.104 -2.012 -4.229
C 1.669 0.362 3.932
C 0.093 0.096 1.952
C 1.263 -2.773 -2.095
C 2.933 3.018 -0.562
C -2.606 -6.769 -1.471
C 0.886 -3.012 1.180
C 1.749 2.412 -0.962
C -4.957 0.065 -0.915
C 3.104 -2.971 -4.180
C -4.281 2.181 -0.512
C 0.303 4.479 -0.972
C -0.965 5.053 -0.976
C -1.248 -4.937 -2.235
C 4.081 1.153 -1.089
C -1.954 -5.039 0.063
C 2.257 -3.751 -2.068
C -2.969 1.841 -0.824
C 1.192 -1.912 -3.185
C -1.256 -4.395 -0.955
C 0.408 0.091 3.400
C -1.854 2.826 -0.818
C 0.846 -3.431 3.558
C 0.177 -3.247 2.356
C 2.229 -3.354 3.598
C -2.314 7.083 -1.583
C -0.411 -0.370 5.630
C -1.142 6.523 -1.084
C 2.901 0.527 -1.481
C 1.888 0.254 5.299
C -0.350 8.767 -0.806
C -0.138 7.401 -0.688
C -2.623 -6.226 -0.195
C 0.437 3.101 -0.885
C -2.422 8.463 -1.665
C -1.922 -6.124 -2.489
C 2.941 -3.096 2.435
C -0.624 -0.262 4.271
C -2.061 4.192 -0.916
H 1.182 5.091 -1.098
H 0.284 -3.613 4.464
H 1.043 -0.200 7.204
H -3.326 8.909 -2.062
H -1.976 -4.637 1.068
H -4.536 3.185 -0.199
H 2.753 -3.489 4.535
H -3.067 4.580 -0.949
H 3.822 -3.047 -4.986
H 2.900 -0.495 -1.839
H 2.847 -2.707 0.337
H 0.422 9.460 -0.493
H -3.395 -1.325 -1.466
H -1.600 -0.457 3.847
H -1.222 -0.650 6.287
H -0.709 -4.452 -3.038
H 0.421 -1.146 -3.234
H -3.136 6.478 -1.940
H 5.025 0.627 -1.150
H -1.907 -6.546 -3.485
H 2.033 -1.340 -5.074
H 2.869 0.471 5.695
H -3.126 -7.696 -1.672
H 0.793 7.056 -0.261
H -0.907 -3.267 2.360
H 3.950 -4.600 -3.065
H 2.937 4.021 -0.156
H -3.154 -6.728 0.602
H 2.313 -4.456 -1.245
H 4.020 -3.021 2.464
H -5.756 -0.663 -0.965

---

Record 2
86
Properties=species:S:1:pos:R:3 method="wB97M-V/def2-TZVPD" gap_ev=6.78 lumo_ev=-0.860 charge=0
Sb 0.061 -0.828 -2.054
Ag -0.884 1.665 -1.147
S -6.064 0.309 4.073
P 0.693 2.087 0.912
F 5.992 -2.790 -1.936
F -1.318 -2.867 -7.786
F -2.238 -5.439 1.485
O -0.178 3.817 -0.657
O -2.102 4.787 -0.015
N -3.023 1.135 -0.261
N -5.752 -1.885 2.714
C -1.015 -2.460 -6.542
C -4.329 -0.686 0.566
C 3.721 -3.266 -2.287
C -1.755 -4.454 0.708
C 2.409 -2.824 -2.310
C -0.178 0.591 3.067
C 1.657 -0.422 1.901
C -0.760 -2.436 -0.893
C -0.935 4.453 0.168
C 0.881 4.760 4.039
C 2.630 2.974 -0.885
C -0.504 5.724 2.329
C -0.950 -3.716 -1.408
C -5.483 -0.573 2.807
C -3.366 1.836 0.826
C 0.255 -1.978 -6.288
C 1.516 -1.561 2.683
C -4.654 0.020 1.724
C 1.060 3.623 3.268
C 3.126 -0.616 -1.691
C 3.511 2.001 1.129
C 2.413 2.367 0.353
C 0.099 5.809 3.573
C -1.664 -2.113 -4.280
C 0.830 0.685 2.100
C -1.589 -3.195 1.249
C -3.521 -0.093 -0.384
C -1.984 -2.537 -5.561
C 0.559 -1.561 -5.000
C -1.447 -4.735 -0.610
C -4.166 1.321 1.829
C -0.391 -1.634 -3.986
C 3.922 3.201 -1.337
C -0.327 -0.549 3.840
C 4.718 -2.365 -1.959
C 4.801 2.221 0.669
C 0.475 3.536 2.007
C -1.093 -2.187 0.436
C 2.101 -1.500 -2.011
C 0.530 -1.628 3.656
C 5.010 2.820 -0.565
C 4.447 -1.046 -1.660
C -0.296 4.606 1.533
H -1.598 -5.735 -0.994
H 2.174 -2.407 2.524
H -1.110 -0.595 4.587
H -2.417 -2.169 -3.501
H -4.686 -1.689 0.377
H 3.359 1.538 2.095
H 4.076 3.679 -2.297
H -0.958 -1.194 0.857
H 1.624 -3.523 -2.567
H 1.650 2.800 3.653
H 0.425 -2.517 4.264
H 5.647 1.927 1.278
H 6.017 2.999 -0.920
H 1.554 -1.188 -4.784
H 3.974 -4.291 -2.521
H 2.419 -0.397 1.129
H -1.835 -3.009 2.287
H -3.258 -0.635 -1.286
H 0.985 -1.932 -7.085
H -6.306 -2.305 3.439
H 2.905 0.419 -1.464
H -5.346 -2.479 2.012
H 5.249 -0.365 -1.409
H -0.732 -3.927 -2.448
H -1.135 6.519 1.953
H -0.044 6.690 4.185
H 1.779 3.277 -1.479
H -2.967 -2.920 -5.803
H 1.350 4.826 5.013
H -4.406 1.917 2.696
H -0.854 1.429 3.202
H -2.987 2.852 0.876

---

Record 3
86
Properties=species:S:1:pos:R:3 method="wB97M-V/def2-TZVPD" gap_ev="7.32 / 7.32" multiplicity=3 lumo_ev="-2.931 / -2.930" charge=+1
As -0.604 1.794 -0.894
Ni -0.046 -1.194 0.177
S -2.448 -1.767 5.458
S 6.524 -1.492 -2.455
O -1.386 -1.126 -1.575
O 0.209 0.773 0.148
O -1.895 -3.748 2.038
N 1.958 -1.466 -0.021
N 0.448 -1.319 2.173
N -1.626 -2.464 0.179
N -3.315 -2.352 -1.460
C -2.100 -1.976 -0.975
C -0.220 4.032 0.819
C 1.263 1.404 -2.985
C -0.781 -1.390 5.676
C -3.035 0.843 0.296
C 0.355 4.446 -1.491
C -2.321 -3.377 0.957
C -4.410 0.765 0.457
C 0.149 -1.350 4.548
C -0.099 3.590 -0.495
C 4.805 -1.535 -2.409
C 3.809 -1.281 3.696
C 1.518 -1.306 4.724
C -0.101 1.444 -2.708
C -0.338 -1.355 3.223
C -3.335 2.494 -1.435
C -1.644 -1.289 7.829
C 0.574 6.195 0.142
C 1.694 1.168 -4.281
C -2.502 1.689 -0.666
C -1.029 1.241 -3.718
C 4.576 -1.305 2.585
C -4.035 -3.301 -0.763
C 1.783 -1.316 2.350
C 6.546 -1.580 -4.158
C 2.595 -1.378 1.171
C -2.765 -1.609 7.125
C 3.986 -1.362 1.275
C 5.290 -1.642 -4.677
C 4.723 -1.410 0.083
C -5.246 1.540 -0.335
C -0.593 1.003 -5.014
C -4.711 2.410 -1.274
C -3.814 -1.757 -2.692
C 0.120 5.336 1.135
C -3.596 -3.822 0.388
C 2.375 -1.294 3.613
C 4.081 -1.486 -1.137
C 0.766 0.970 -5.294
C -0.505 -1.163 6.999
C 4.288 -1.617 -3.676
C 0.690 5.754 -1.166
C 2.668 -1.517 -1.126
H -4.827 0.103 1.204
H 4.269 -1.256 4.676
H 1.946 -1.307 5.718
H 1.103 0.791 -6.307
H 2.754 1.148 -4.502
H 7.486 -1.586 -4.687
H -3.761 -1.771 7.504
H 0.030 5.686 2.155
H -6.319 1.478 -0.209
H 5.085 -1.712 -5.735
H 5.805 -1.391 0.137
H -2.382 0.243 0.918
H 2.105 -1.581 -2.048
H 1.986 1.561 -2.191
H -1.630 -1.148 8.900
H 0.474 -0.902 7.372
H -4.891 -1.893 -2.732
H -2.920 3.194 -2.153
H 5.655 -1.297 2.663
H -1.399 -1.400 3.020
H 0.449 4.103 -2.514
H 1.044 6.425 -1.938
H -3.353 -2.219 -3.565
H 0.837 7.214 0.393
H -2.088 1.240 -3.499
H -4.173 -4.557 0.927
H -1.313 0.841 -5.805
H -5.363 3.030 -1.875
H -3.587 -0.693 -2.690
H -0.572 3.361 1.594
H 3.233 -1.669 -3.900
H -4.976 -3.581 -1.216

---

Record 4
83
Properties=species:S:1:pos:R:3 method="wB97M-V/def2-TZVPD" gap_ev=8.58 lumo_ev=-2.792 charge=+1
Cl 3.511 -3.119 -5.812
S -0.117 -1.399 1.479
P 1.705 0.833 0.999
P -1.525 0.058 -0.956
O 0.941 1.536 -1.820
O 1.134 2.753 -3.661
O -0.853 -2.143 2.494
C -0.692 3.034 3.340
C 0.952 1.484 2.506
C 2.498 -0.739 1.436
C -1.236 -1.737 -1.019
C 1.638 -1.797 1.717
C 4.798 2.386 -1.052
C 3.873 -0.913 1.567
C -4.522 0.161 1.778
C 3.085 1.916 0.568
C 2.943 -1.722 -4.980
C 1.941 0.514 -3.676
C 4.363 -2.124 2.031
C -0.356 2.678 4.638
C 1.897 -0.738 -3.068
C -0.432 -2.346 -0.056
C 1.284 1.123 3.808
C -0.616 -4.436 -1.220
C 3.361 3.111 1.221
C -3.183 0.140 -0.212
C -1.809 -2.514 -2.024
C -1.844 1.787 -5.190
C -1.183 -0.041 -3.778
C -0.124 -3.689 -0.161
C -4.331 0.015 -0.992
C -3.279 0.216 1.175
C 5.076 3.578 -0.396
C -0.047 2.432 2.279
C -2.333 2.466 -4.084
C 3.027 -0.473 -5.586
C -1.490 -3.855 -2.125
C 4.362 3.937 0.736
C 1.315 1.725 -3.065
C 3.801 1.559 -0.576
C -1.265 0.540 -5.032
C 2.521 0.636 -4.936
C -5.665 0.032 1.007
C 0.623 1.723 4.867
C -1.722 0.614 -2.674
C -5.567 -0.033 -0.375
C 3.493 -3.139 2.403
C 2.386 -1.856 -3.713
C 2.123 -2.977 2.249
C -2.274 1.886 -2.833
Be 0.376 1.022 -0.632
H 0.494 -4.161 0.585
H -2.748 3.454 -4.198
H 1.446 -0.855 -2.088
H -6.460 -0.125 -0.974
H -1.928 -4.450 -2.909
H -0.298 2.695 1.255
H 0.875 1.449 5.880
H -2.510 -2.064 -2.711
H -1.452 3.778 3.157
H 2.050 0.383 3.992
H -4.600 0.215 2.852
H -2.662 2.414 -1.969
H -0.857 0.020 -5.886
H 2.323 -2.828 -3.247
H 2.790 3.395 2.096
H -0.343 -5.476 -1.319
H -2.384 0.308 1.777
H -4.257 -0.033 -2.070
H 3.470 -0.379 -6.566
H 2.551 1.614 -5.391
H 4.549 -0.105 1.325
H 1.433 -3.740 2.575
H 4.578 4.868 1.239
H -0.860 3.145 5.469
H -0.689 -0.996 -3.666
H 5.351 2.108 -1.937
H 5.429 -2.261 2.136
H -1.904 2.232 -6.171
H -6.635 -0.014 1.480
H 5.845 4.232 -0.776
H 3.883 -4.056 2.820
H 3.564 0.635 -1.089